[1]
The following is a DFT calculation (ωB97M-V/def2-TZVPD) of a gas-phase ion, C35H29Cl3O2P (charge +1).

Computed properties:
E_tot: -3223.22161 Eh
HOMO-LUMO gap: 0.254 Ha
net charge: +1

Atoms and positions in Å:
C -5.445 3.869 -2.620
O -5.346 2.423 -2.689
C -4.149 1.850 -2.390
C -4.174 0.450 -2.159
C -3.074 -0.162 -1.576
C -1.870 0.551 -1.353
C -0.593 -0.174 -1.011
C 0.631 0.435 -1.546
C 1.863 -0.164 -1.663
C 3.087 0.500 -2.058
C 4.313 -0.209 -2.281
C 5.477 0.475 -2.546
C 5.460 1.901 -2.559
O 6.666 2.511 -2.656
C 6.734 3.953 -2.613
C 4.236 2.616 -2.471
C 3.077 1.909 -2.206
C -1.875 1.950 -1.580
C -2.964 2.592 -2.171
H -6.514 4.073 -2.666
H -5.028 4.294 -1.695
H -4.941 4.340 -3.474
H -5.086 -0.112 -2.393
H -3.097 -1.221 -1.269
H -0.605 -1.321 -1.258
H 0.510 1.382 -2.066
H 1.924 -1.234 -1.439
H 4.301 -1.304 -2.247
H 6.437 -0.032 -2.698
H 7.801 4.140 -2.649
H 6.239 4.424 -3.466
H 6.305 4.370 -1.699
H 4.243 3.714 -2.547
H 2.160 2.493 -2.089
H -1.010 2.571 -1.291
H -2.969 3.666 -2.408
Cl -5.069 0.731 4.908
C -3.961 0.201 3.725
C -3.451 1.108 2.783
C -2.546 0.656 1.813
C -2.102 -0.687 1.779
P -0.644 -1.186 0.758
C 0.814 -0.734 1.791
C 2.131 -0.888 1.312
C 3.251 -0.806 2.139
C 3.060 -0.559 3.506
Cl 4.412 -0.450 4.538
C 1.775 -0.349 4.015
C 0.675 -0.408 3.155
C -0.690 -3.056 0.898
C -1.627 -3.827 0.162
C -1.848 -5.186 0.438
C -1.118 -5.809 1.462
Cl -1.358 -7.466 1.795
C -0.151 -5.092 2.175
C 0.070 -3.743 1.868
C -2.706 -1.581 2.690
C -3.604 -1.151 3.670
H -3.762 2.157 2.805
H -2.188 1.381 1.073
H 2.318 -1.053 0.254
H 4.260 -0.927 1.727
H 1.639 -0.135 5.071
H -0.310 -0.214 3.569
H -2.210 -3.377 -0.649
H -2.576 -5.764 -0.139
H 0.430 -5.584 2.953
H 0.850 -3.223 2.422
H -2.465 -2.642 2.657
H -4.025 -1.858 4.382



[2]
The following is a DFT calculation (ωB97M-V/def2-TZVPD) of C8H17N3O3 in the gas phase.

Computed properties:
E_tot: -704.97306 Eh
SMILES: NCCCC[C@H](N)C(=O)NCC(=O)O
HOMO-LUMO gap: 0.372 Ha

Atoms and positions in Å:
N 2.395 -3.215 -3.844
C 1.491 -2.141 -3.540
C 0.886 -2.231 -2.099
C -0.064 -1.162 -1.758
C -0.545 -1.234 -0.248
C 0.537 -0.910 0.822
N 0.476 -2.018 1.888
C 0.351 0.487 1.588
O -0.086 0.646 2.736
N 0.434 1.554 0.807
C -0.127 2.873 1.135
C -1.694 2.775 1.019
O -2.228 3.507 0.242
O -2.266 2.099 1.882
H 3.154 -3.079 -3.093
H 1.885 -4.096 -3.660
H 1.822 -1.084 -3.573
H 0.576 -2.132 -4.271
H 0.654 -3.354 -2.020
H 1.724 -2.201 -1.498
H -0.909 -0.957 -2.458
H 0.501 -0.212 -1.958
H -0.979 -2.227 0.115
H -1.477 -0.562 -0.181
H 1.555 -1.037 0.521
H 0.991 -1.933 2.704
H -0.544 -1.994 2.194
H 0.650 1.398 -0.204
H 0.236 3.645 0.395
H 0.277 3.168 2.098
H -1.624 1.645 2.551



[3]
The following is a DFT calculation (ωB97M-V/def2-TZVPD) of a molecular structure, C2H2FOYb.

Computed properties:
E_tot: -1410.80515 Eh
HOMO-LUMO gap: 0.289 Ha
net charge: +1

Atoms and positions in Å:
O 0.436 -0.626 -1.044
C -0.566 -0.378 -0.457
C -1.346 0.076 0.518
H -1.686 -0.622 1.285
F -2.162 1.112 0.295
Yb 2.889 -0.270 -1.113
H 2.435 0.708 0.515



Q: What is the formula in the second record?
A: C8H17N3O3



Repeat the first record exactly.
The following is a DFT calculation (ωB97M-V/def2-TZVPD) of a gas-phase ion, C35H29Cl3O2P (charge +1).

Computed properties:
E_tot: -3223.22161 Eh
HOMO-LUMO gap: 0.254 Ha
net charge: +1

Atoms and positions in Å:
C -5.445 3.869 -2.620
O -5.346 2.423 -2.689
C -4.149 1.850 -2.390
C -4.174 0.450 -2.159
C -3.074 -0.162 -1.576
C -1.870 0.551 -1.353
C -0.593 -0.174 -1.011
C 0.631 0.435 -1.546
C 1.863 -0.164 -1.663
C 3.087 0.500 -2.058
C 4.313 -0.209 -2.281
C 5.477 0.475 -2.546
C 5.460 1.901 -2.559
O 6.666 2.511 -2.656
C 6.734 3.953 -2.613
C 4.236 2.616 -2.471
C 3.077 1.909 -2.206
C -1.875 1.950 -1.580
C -2.964 2.592 -2.171
H -6.514 4.073 -2.666
H -5.028 4.294 -1.695
H -4.941 4.340 -3.474
H -5.086 -0.112 -2.393
H -3.097 -1.221 -1.269
H -0.605 -1.321 -1.258
H 0.510 1.382 -2.066
H 1.924 -1.234 -1.439
H 4.301 -1.304 -2.247
H 6.437 -0.032 -2.698
H 7.801 4.140 -2.649
H 6.239 4.424 -3.466
H 6.305 4.370 -1.699
H 4.243 3.714 -2.547
H 2.160 2.493 -2.089
H -1.010 2.571 -1.291
H -2.969 3.666 -2.408
Cl -5.069 0.731 4.908
C -3.961 0.201 3.725
C -3.451 1.108 2.783
C -2.546 0.656 1.813
C -2.102 -0.687 1.779
P -0.644 -1.186 0.758
C 0.814 -0.734 1.791
C 2.131 -0.888 1.312
C 3.251 -0.806 2.139
C 3.060 -0.559 3.506
Cl 4.412 -0.450 4.538
C 1.775 -0.349 4.015
C 0.675 -0.408 3.155
C -0.690 -3.056 0.898
C -1.627 -3.827 0.162
C -1.848 -5.186 0.438
C -1.118 -5.809 1.462
Cl -1.358 -7.466 1.795
C -0.151 -5.092 2.175
C 0.070 -3.743 1.868
C -2.706 -1.581 2.690
C -3.604 -1.151 3.670
H -3.762 2.157 2.805
H -2.188 1.381 1.073
H 2.318 -1.053 0.254
H 4.260 -0.927 1.727
H 1.639 -0.135 5.071
H -0.310 -0.214 3.569
H -2.210 -3.377 -0.649
H -2.576 -5.764 -0.139
H 0.430 -5.584 2.953
H 0.850 -3.223 2.422
H -2.465 -2.642 2.657
H -4.025 -1.858 4.382



Q: Look up the E_tot of the third one.
A: -1410.80515 Eh



Please write out number 1 again, unchanged.
The following is a DFT calculation (ωB97M-V/def2-TZVPD) of a gas-phase ion, C35H29Cl3O2P (charge +1).

Computed properties:
E_tot: -3223.22161 Eh
HOMO-LUMO gap: 0.254 Ha
net charge: +1

Atoms and positions in Å:
C -5.445 3.869 -2.620
O -5.346 2.423 -2.689
C -4.149 1.850 -2.390
C -4.174 0.450 -2.159
C -3.074 -0.162 -1.576
C -1.870 0.551 -1.353
C -0.593 -0.174 -1.011
C 0.631 0.435 -1.546
C 1.863 -0.164 -1.663
C 3.087 0.500 -2.058
C 4.313 -0.209 -2.281
C 5.477 0.475 -2.546
C 5.460 1.901 -2.559
O 6.666 2.511 -2.656
C 6.734 3.953 -2.613
C 4.236 2.616 -2.471
C 3.077 1.909 -2.206
C -1.875 1.950 -1.580
C -2.964 2.592 -2.171
H -6.514 4.073 -2.666
H -5.028 4.294 -1.695
H -4.941 4.340 -3.474
H -5.086 -0.112 -2.393
H -3.097 -1.221 -1.269
H -0.605 -1.321 -1.258
H 0.510 1.382 -2.066
H 1.924 -1.234 -1.439
H 4.301 -1.304 -2.247
H 6.437 -0.032 -2.698
H 7.801 4.140 -2.649
H 6.239 4.424 -3.466
H 6.305 4.370 -1.699
H 4.243 3.714 -2.547
H 2.160 2.493 -2.089
H -1.010 2.571 -1.291
H -2.969 3.666 -2.408
Cl -5.069 0.731 4.908
C -3.961 0.201 3.725
C -3.451 1.108 2.783
C -2.546 0.656 1.813
C -2.102 -0.687 1.779
P -0.644 -1.186 0.758
C 0.814 -0.734 1.791
C 2.131 -0.888 1.312
C 3.251 -0.806 2.139
C 3.060 -0.559 3.506
Cl 4.412 -0.450 4.538
C 1.775 -0.349 4.015
C 0.675 -0.408 3.155
C -0.690 -3.056 0.898
C -1.627 -3.827 0.162
C -1.848 -5.186 0.438
C -1.118 -5.809 1.462
Cl -1.358 -7.466 1.795
C -0.151 -5.092 2.175
C 0.070 -3.743 1.868
C -2.706 -1.581 2.690
C -3.604 -1.151 3.670
H -3.762 2.157 2.805
H -2.188 1.381 1.073
H 2.318 -1.053 0.254
H 4.260 -0.927 1.727
H 1.639 -0.135 5.071
H -0.310 -0.214 3.569
H -2.210 -3.377 -0.649
H -2.576 -5.764 -0.139
H 0.430 -5.584 2.953
H 0.850 -3.223 2.422
H -2.465 -2.642 2.657
H -4.025 -1.858 4.382